# C4H11NO

A 2-piece molecular cluster, C4H11NO overall at a distorted geometry (ωB97M-V/def2-TZVPD, the Open Molecules 2025 dataset).

Results
HOMO energy (eV): -9.153
Largest force on an atom (eV/A): 2.2
E (a.u.): -288.91869
Energy relative to the best compared isomer or geometry (same formula, charge and spin) (kJ/mol): 258.2
Gap between HOMO and LUMO (hartree): 0.3683
SMILES: C=CC.NCO

The geometry in ORCA input format:
```
! wB97M-V def2-TZVPD RIJCOSX def2/J DEFGRID3
* xyz 0 1
C 0.177 -2.436 -2.654
C -0.274 -1.166 -3.299
C -0.519 -0.034 -2.610
H 0.847 -2.253 -1.813
H 0.871 -2.964 -3.295
H -0.657 -3.085 -2.420
H -0.309 -1.041 -4.379
H -1.336 0.582 -2.974
H -0.116 0.094 -1.608
N -0.557 0.728 3.030
C 0.061 2.017 3.047
O 1.456 2.111 3.356
H -0.767 0.350 2.124
H -0.154 0.022 3.624
H -0.489 2.792 3.578
H 0.153 2.302 1.995
H 1.612 1.981 4.298
*
```